Record 1
16
Properties=species:S:1:pos:R:3:forces:R:3 method="wB97M-V/def2-TZVPD" homo_lumo_gap_ha=0.4143 charge=0 total_energy_ha=-1008.85384 smiles="OC[C@@H]1O[C@H]1Cl.O=[N+]([O-])O" fmax_ev_per_a=3.56 de_lowest_kj_mol=222.84
C 1.283060 1.599071 1.117946 -0.666 -0.297 -2.556
C 1.401986 0.128282 0.762165 3.194 0.823 1.330
C 0.299965 -0.768678 0.670188 -2.297 0.683 2.131
N -2.217274 -1.380435 -1.984335 0.795 0.908 0.928
O -2.447851 -2.418953 -2.488872 -0.488 -0.591 -0.432
O -2.796830 -0.827445 -1.069069 0.810 -0.010 -0.746
O 0.215240 1.844709 1.998929 -0.689 0.516 -1.051
O 0.833753 -0.247704 -0.473620 -0.085 -0.088 -2.093
O -1.080457 -0.761296 -2.566434 0.421 0.793 0.913
Cl 0.542890 -2.421180 1.054605 -0.101 -0.949 -0.079
H 2.119819 2.113858 1.496645 1.406 -0.215 0.839
H 1.249871 2.016490 0.032368 -0.795 0.122 1.711
H 2.413464 -0.312869 0.942474 -0.922 0.200 -0.270
H -0.697915 -0.362527 1.003557 0.946 -0.833 -0.623
H -0.548582 1.965682 1.415746 -0.138 0.070 0.624
H -0.571140 -0.167005 -1.912294 -1.392 -1.131 -0.625


Record 2
12
Properties=species:S:1:pos:R:3:forces:R:3 method="wB97M-V/def2-TZVPD" homo_lumo_gap_ha=0.2714 charge=0 total_energy_ha=-1030.89036 fmax_ev_per_a=5.54 de_lowest_kj_mol=425.45
C 1.678367 1.159650 -0.627171 -0.031 -1.686 1.703
C -1.424222 -0.451559 0.322898 -1.873 -0.541 3.324
C 0.746974 -0.954618 -0.265811 4.649 2.221 2.035
N -0.159719 -1.041073 0.651199 -2.853 0.556 2.151
S 2.916443 1.648402 0.290462 -0.959 -0.444 -0.790
Cl 2.156998 -1.739804 0.284121 1.067 -0.421 -0.543
H 1.160286 1.814359 -1.308986 -0.080 0.314 -0.416
H -1.581967 -0.797995 -0.646772 -0.817 0.665 -1.969
H -2.278245 -0.897836 0.925983 1.130 -0.159 -0.554
H -1.548832 0.586935 0.670843 0.535 0.148 -1.279
H 0.468075 -0.979364 -1.212531 -0.953 -0.581 -4.146
H 0.158388 -0.927487 1.591375 0.186 -0.071 0.486


Record 3
14
Properties=species:S:1:pos:R:3:forces:R:3 method="wB97M-V/def2-TZVPD" homo_lumo_gap_ha=0.3651 charge=0 total_energy_ha=-1468.14788 smiles="C[C@H]1CO[P@@](=S)(Cl)O1" fmax_ev_per_a=4.99 de_lowest_kj_mol=139.32
C -0.007957 0.557590 -1.233865 -0.048 -0.086 -0.860
C -0.386929 0.772249 0.230817 -0.136 0.618 0.741
C 0.882570 0.858298 1.176412 -2.130 0.442 -0.677
O -0.172092 -0.900372 -1.477914 0.697 1.824 -1.762
O -1.284004 -0.193958 0.644568 0.891 -4.630 -1.640
P -0.694756 -1.784472 -0.339165 -3.206 1.428 2.477
S -1.959835 -3.212859 -0.549078 0.341 1.064 -0.140
Cl 0.925676 -2.516900 0.502848 0.982 -0.102 0.707
H -0.696640 1.167240 -1.953240 1.335 -1.537 1.124
H 1.072003 0.812338 -1.359757 -0.927 -0.290 -0.370
H -1.064429 1.643403 0.128031 1.026 0.463 0.983
H 0.635061 1.030082 2.214620 -0.607 -0.210 0.251
H 1.249900 1.809200 0.867056 1.607 0.429 -0.313
H 1.501433 -0.041838 1.148667 0.176 0.585 -0.521


Record 4
13
Properties=species:S:1:pos:R:3:forces:R:3 method="wB97M-V/def2-TZVPD" homo_lumo_gap_ha=0.3091 charge=-1 total_energy_ha=-1018.13991 fmax_ev_per_a=3.66 de_lowest_kj_mol=180.62
C -2.241913 -1.348770 -1.171889 1.246 1.307 0.892
C 0.093541 -1.137738 -2.095280 -1.712 -0.949 -1.758
C -1.083471 -0.772452 -1.158137 2.229 0.002 -0.011
O 1.651751 0.265799 3.101172 0.960 -2.415 1.144
O -3.322579 -1.698340 -1.010878 -2.200 -1.141 -0.303
Si 1.400869 1.714209 2.836159 -0.731 3.158 -1.706
Cl 0.334011 1.569774 0.749769 0.452 0.733 0.705
H 0.722020 -0.273249 -2.165174 0.955 0.042 0.576
H 0.542357 -2.126847 -1.800190 0.114 1.358 -0.181
H -0.197243 -1.249031 -3.225395 -0.029 -0.053 1.998
H -0.789644 -0.206567 -0.210189 -0.703 -0.696 -1.286
H 2.586126 2.793148 2.536307 -1.219 -1.108 0.299
H 0.304176 2.470064 3.613725 0.637 -0.240 -0.368